1.
DFT (wB97M-V/def2-TZVPD) results for a cluster of 14 separate species, C7H41NO13 in total at a distorted geometry.

Structure (ORCA input):
```
! wB97M-V def2-TZVPD RIJCOSX def2/J DEFGRID3
* xyz 0 1
C -2.62540 2.94280 0.60129
C -1.39375 3.61198 0.93278
C -0.65137 2.58935 1.91100
C -0.56604 1.08768 1.28933
N 0.54085 -1.34521 0.77698
C 1.31613 -0.26830 0.51705
C 0.72345 0.95102 0.55277
C 2.75077 -0.35297 0.30527
H -2.47038 1.97832 0.15225
H -3.23336 3.55749 0.05894
H -3.36692 2.83615 1.42226
H -0.64869 3.81058 0.10985
H -1.48929 4.52981 1.61501
H 0.41869 2.79997 1.96509
H -1.06352 2.44989 2.88686
H -0.70574 0.46859 2.12987
H -1.35800 0.81234 0.73057
H -0.47480 -1.27448 0.76482
H 0.77850 -1.91025 1.67702
H 1.16463 1.94479 0.23038
H 3.30890 0.31727 0.97581
H 2.99773 -1.35245 0.35539
H 2.89113 0.13518 -0.72560
H 1.85161 -1.38577 -4.54825
H 2.49678 -0.18024 -4.13791
O 2.55655 -0.82382 -4.81041
H 0.94183 -1.70732 3.64118
H -0.23833 -2.72470 3.98768
O -0.05167 -1.77047 3.79506
H -3.21056 -0.59188 2.11725
H -2.40509 -1.52541 3.21439
O -2.68652 -1.47901 2.28080
H 0.61640 0.54276 -4.22314
H 0.96779 2.07428 -3.72532
O 0.58517 1.23970 -3.45477
H -1.56084 -2.72172 -3.35905
H -0.20289 -2.42755 -3.36642
O -0.87244 -2.45461 -4.03793
H 3.23351 -2.69491 3.49638
H 2.33679 -3.09764 2.23188
O 2.38307 -2.69931 3.14338
H -4.64865 -1.81178 0.27179
H -3.62515 -0.72132 0.22623
O -4.36387 -1.00945 -0.16121
H -2.40215 0.68936 -4.32558
H -1.51493 -0.43437 -4.41283
O -1.78520 0.26377 -4.85993
H -0.14159 -4.50306 1.57710
H 0.85713 -3.65057 0.64981
O 0.72880 -4.50952 1.12695
H 1.37062 0.17461 3.06176
H 1.63218 1.67655 2.88903
O 2.10037 0.88689 3.09461
H 1.03115 -0.58802 -2.05377
H 1.36691 -2.03777 -1.77548
O 1.16579 -1.47465 -2.45135
H 3.58306 2.55036 -0.35585
H 2.91801 3.96042 -0.15092
O 2.87002 3.03682 -0.16542
H -0.77816 0.76301 -1.94800
H -2.28363 0.23417 -2.15803
O -1.66536 0.61260 -1.55864
*
```

As for the energy relative to the best compared isomer or geometry (same formula, charge and spin): 156.1 kcal per mole. The max |F| is 6.72 eV/A. For the orbital gap, the calculation gives 7.79 eV. The calculation puts the electronic energy at -36027.997 eV.

***

2.
DFT (wB97M-V/def2-TZVPD) results for a cluster of 40 separate species, H80O40 in total at a distorted geometry.

Structure (ORCA input):
```
! wB97M-V def2-TZVPD RIJCOSX def2/J DEFGRID3
* xyz 0 1
H 1.77240 -0.21490 -2.50199
H 0.23412 0.10817 -2.92144
O 1.10220 -0.54045 -3.12264
H 2.20438 1.52255 0.57427
H 2.46441 0.10205 0.00890
O 2.20101 0.99459 -0.21657
H -2.19551 -1.97979 2.35320
H -2.15765 -0.61570 3.41619
O -2.16267 -1.04825 2.52027
H -0.93854 3.76496 1.39795
H -0.41132 2.39796 1.17462
O -0.16603 3.20151 1.68739
H 4.30279 -3.04870 -3.32090
H 3.14271 -2.44516 -2.62175
O 3.97028 -2.92801 -2.44270
H 2.42030 -3.61422 3.19184
O 1.90810 -2.90745 2.64680
H -0.70271 -2.80415 -4.45707
O -1.62540 -2.93284 -4.60828
H -1.19130 3.91816 4.13272
H -2.55937 3.82394 4.89924
O -1.84116 4.41395 4.73080
H 3.60553 -0.28857 -3.89855
H 4.39582 -0.50188 -5.06021
O 3.88701 -1.03840 -4.41238
H -1.05139 2.06246 3.30170
H -0.13235 0.88289 3.64551
O -0.85753 1.52229 4.07338
H -6.69218 -1.45027 0.89704
H -5.27351 -1.56925 1.62096
O -6.10203 -1.99918 1.47777
H -4.83832 2.42882 2.33111
O -4.09498 2.53974 1.75494
H 3.07374 -3.80944 1.33534
H 4.15489 -4.64862 2.04380
O 3.30072 -4.71274 1.62424
H 1.99586 -3.68837 -3.73276
H 1.12331 -2.42066 -3.25139
O 1.18685 -3.43143 -3.14346
H -0.04133 -3.02140 -0.77716
H -0.64149 -2.17679 0.58379
O -0.11830 -2.27233 -0.19458
H -3.50609 0.54711 -2.45627
H -4.26834 1.75316 -2.89440
O -3.61810 1.48221 -2.15731
H 2.62403 2.75916 2.74579
H 3.92186 3.07028 2.03049
O 2.98665 2.99533 1.89685
H -1.91550 3.36471 -0.42273
H -3.21316 2.79999 0.20268
O -2.80259 3.67154 -0.09910
H 2.80826 -4.78027 -0.61306
O 2.70705 -5.68019 -1.00314
H -1.14212 -1.12240 -5.77016
H -0.05689 -0.96154 -4.69045
O -0.46939 -0.51306 -5.41145
H 4.77654 0.87159 2.31580
O 3.87706 0.78612 2.05477
H -0.80685 -0.52533 6.47711
H -0.48117 -1.95565 6.27828
O -0.11522 -1.15175 6.64872
H 0.70578 2.50817 -1.48749
H 0.22695 3.85247 -1.99981
O -0.01332 2.89365 -1.96719
H 3.38014 1.77820 -2.69106
H 2.11899 1.38499 -2.21116
O 2.52542 1.55030 -3.03990
H 1.84377 -0.03578 3.10836
H 1.42107 -0.95821 1.85441
O 1.29523 -0.07104 2.32915
H -2.10752 -3.07018 -0.92135
H -2.38965 -1.55686 -0.95011
O -2.64367 -2.38972 -1.35223
H -0.96344 -4.22906 -2.48559
H 0.43408 -4.65816 -1.81075
O -0.51548 -4.59004 -1.72925
H 2.53830 3.57771 -0.25901
H 1.42026 4.09202 0.64592
O 1.63788 3.88121 -0.27784
H -0.31340 0.26964 0.38705
H -1.50725 0.91908 1.02879
O -0.93901 0.98011 0.25375
H -4.27475 -2.81976 -1.87418
H -5.12500 -3.27815 -3.04770
O -5.04861 -2.52113 -2.42606
H 2.74078 0.29844 5.74364
H 2.76988 0.95121 4.28117
O 2.82221 0.15976 4.80274
H -1.72818 0.12668 -3.31879
O -1.19243 0.42833 -2.57669
H 3.77202 0.14214 -1.87380
H 5.04395 -0.06845 -1.15703
O 4.69836 0.32847 -1.95217
H 3.24816 -5.57725 -1.76899
H 1.09704 -3.29442 2.24375
H 3.75047 -0.08319 1.69124
H -2.15767 -2.39968 -4.00745
H -3.43149 3.22952 1.80140
H -1.69032 1.21479 -2.24444
O -1.47643 5.44911 1.74589
H -0.70766 5.97201 2.12417
H -2.21126 5.73605 2.36255
O 2.42125 2.03188 -5.54565
H 1.88738 1.80941 -4.76755
H 2.92863 2.73247 -5.15636
O 0.62563 4.63932 4.83417
H 0.10100 5.28671 4.40582
H 0.16151 4.35066 5.59588
O 2.57776 5.51744 2.76101
H 2.18065 4.95372 3.41497
H 2.03760 5.72184 1.99961
O -3.95620 -0.67685 -4.24853
H -4.25147 -1.28098 -3.56470
H -3.76825 -1.09472 -5.10623
O -4.15312 -3.59290 0.41928
H -3.56371 -3.42094 1.16006
H -5.03626 -3.22253 0.52445
O -1.98066 -4.31380 2.94641
H -2.72859 -4.80872 2.65385
H -1.32671 -5.00873 3.04205
*
```

As for the energy relative to the best compared isomer or geometry (same formula, charge and spin): 216.4 kcal per mole. The max |F| is 3.62 eV/A. For the orbital gap, the calculation gives 9.50 eV. The calculation puts the electronic energy at -83196.432 eV.

***

3.
DFT (wB97M-V/def2-TZVPD) results for an isolated molecule of C14H14N4O2 at a distorted geometry.

Structure (ORCA input):
```
! wB97M-V def2-TZVPD RIJCOSX def2/J DEFGRID3
* xyz 0 1
C -1.66123 3.86622 0.62824
N -1.07023 2.82686 -0.19988
C -1.26128 1.52189 0.25585
O -1.88304 1.28908 1.27652
C -0.64527 0.57151 -0.61747
C 0.03113 0.94886 -1.76800
N 0.50702 -0.13747 -2.41660
C 0.12857 -1.15804 -1.67666
N -0.57223 -0.80044 -0.58521
C -1.09935 -1.65223 0.45169
C -0.00873 -2.37667 1.20204
C 1.18041 -1.73151 1.51661
C 2.17110 -2.39428 2.21843
C 1.98003 -3.70520 2.62079
C 0.79461 -4.35159 2.31610
C -0.19293 -3.69183 1.60583
N 0.15687 2.25310 -2.13183
C 0.86330 2.60090 -3.34551
C -0.40049 3.24013 -1.34702
O -0.30749 4.41216 -1.64246
H -2.74873 3.80626 0.57581
H -1.35414 3.71456 1.66233
H -1.32153 4.83094 0.26176
H 0.35425 -2.17825 -1.91489
H -1.65751 -1.00620 1.13874
H -1.79254 -2.37514 0.00896
H 1.33204 -0.70543 1.21353
H 3.09289 -1.88406 2.45481
H 2.75233 -4.22082 3.17149
H 0.63834 -5.37319 2.62905
H -1.11646 -4.20020 1.36811
H 0.84802 3.68445 -3.44161
H 1.88931 2.23854 -3.28845
H 0.37295 2.13709 -4.20108
*
```

As for the energy relative to the best compared isomer or geometry (same formula, charge and spin): 0.0 kcal per mole. The max |F| is 1.43 eV/A. For the orbital gap, the calculation gives 9.10 eV. The calculation puts the electronic energy at -24802.308 eV.

***

4.
DFT (wB97M-V/def2-TZVPD) results for a cluster of 2 separate species, C3H9NO3 in total at a distorted geometry.

Structure (ORCA input):
```
! wB97M-V def2-TZVPD RIJCOSX def2/J DEFGRID3
* xyz 0 1
N 1.32838 -1.86228 0.80718
C 0.07256 -1.27753 1.46919
C -0.71895 -0.43943 0.39360
C -1.21234 0.86220 1.11887
O -1.16693 1.03272 2.31731
O -1.68663 1.79052 0.19864
H 2.00564 -1.08573 0.47505
H 0.96092 -2.41977 0.04495
H -0.37423 -2.19621 1.86464
H 0.47566 -0.60140 2.22702
H -1.54645 -1.01782 -0.05590
H -0.16916 -0.01267 -0.42401
H -1.63997 2.69542 0.54908
O 1.08474 1.83972 -3.69589
H 1.61959 1.33833 -4.39373
H 0.96714 1.35392 -2.89598
*
```

As for the energy relative to the best compared isomer or geometry (same formula, charge and spin): 37.6 kcal per mole. The max |F| is 3.60 eV/A. For the orbital gap, the calculation gives 9.81 eV. The calculation puts the electronic energy at -10888.949 eV.

***

Computed values of LUMO level (unit: eV) for the preceding records, in sequence: -0.04, -0.66, 0.65, 0.39.